This record from OMol25 describes a molecular structure, C25H42Cl2NO6P2S3Ti in a non-equilibrium geometry. The level of theory is the ωB97M-V functional and the def2-TZVPD basis.

The value obtained for the highest occupied orbital energy is -10.1 eV. Its net charge is +1. As for the energy above the lowest of the compared OMol25 structures with the same formula, charge and spin: 1.106 eV. As for the largest force on an atom: 1.6 eV/A. For the calculated total energy, the calculation gives -5131.16589 Ha. Its LUMO energy is -2.7 eV.

Each line ends with the Löwdin charge.
Element x y z (Å)
Ti -0.099518 0.721665 1.319182  0.512
Cl -0.372865 4.852602 0.493501  0.564
Cl -2.367467 2.772693 1.151788  0.609
S 1.554869 -0.278492 2.564675  0.649
S -0.018870 2.023252 3.256153  0.580
S 1.861534 0.924379 5.340039  0.840
P 1.064491 -1.268272 -0.992462  0.476
P 0.230170 1.449049 -1.554076  0.457
O 0.728923 -2.566345 -1.769662  -0.164
O 0.039763 -0.910342 0.049862  -0.395
O 0.153906 2.668309 -2.498573  -0.155
O -1.248897 1.043239 -1.292296  -0.229
O 2.455148 -1.332952 -0.337168  -0.188
O 0.861624 1.693154 -0.201342  -0.355
N 2.679297 2.107381 3.136181  -0.156
C 1.253089 3.384513 -3.180964  -0.380
C 4.605393 -0.386198 -0.776280  -0.024
C 3.923714 1.636618 3.738550  -0.262
C -3.963449 -2.862232 2.853903  -0.037
C -6.308265 -2.826449 3.384949  -0.080
C 3.813376 -1.674392 -0.779225  -0.383
C 0.031090 -3.747916 -1.183823  -0.372
C -6.335909 -1.452988 3.179094  -0.076
C 1.539675 2.715239 -4.503351  -0.032
C 0.693576 -4.161986 0.111410  -0.031
C -1.806515 4.444290 1.433174  -0.943
C 3.828732 -2.402728 -2.104200  -0.037
C -2.791536 -0.784128 2.259969  -0.083
C 3.657423 0.929065 5.097183  -0.442
C -3.983667 -1.483280 2.646559  -0.252
C 2.453266 3.510202 -2.267521  -0.034
C 1.072831 0.035813 -2.269749  -0.165
C 1.588806 1.261904 3.569735  -1.486
C -1.779452 -0.194722 1.932617  -0.181
C -2.244486 0.858127 -3.530808  -0.033
C -1.444247 -3.447935 -1.056145  -0.035
C -5.181152 -0.781472 2.814031  -0.035
C -2.477546 1.236524 -2.085733  -0.389
C -5.121530 -3.527325 3.222869  -0.078
C -3.531708 0.382313 -1.419107  -0.025
H 4.173428 -2.331680 0.010469  0.151
H 4.032551 -0.091808 5.081716  0.066
H 0.632275 2.606117 -5.097198  0.088
H 2.472515 3.058319 3.418748  0.099
H -3.394493 -0.669844 -1.674810  0.088
H -5.097090 -4.596476 3.387542  0.105
H -7.209699 -3.348924 3.676761  0.106
H -3.486136 0.475261 -0.335366  0.053
H -1.575835 4.526985 2.487760  0.019
H -1.635801 -2.700699 -0.284768  0.074
H 5.671511 -0.609138 -0.821171  0.096
H 4.113564 1.453476 5.934120  0.067
H -3.192681 0.935575 -4.063368  0.101
H -7.259041 -0.903804 3.309290  0.106
H -1.961749 -4.368608 -0.783248  0.097
H 2.943020 2.545008 -2.108148  0.074
H 4.402320 0.179975 0.132264  0.087
H 2.103743 0.308456 -2.500876  0.065
H -5.190014 0.289978 2.661570  0.113
H 1.994955 1.732934 -4.366201  0.075
H -1.910699 -0.180129 -3.602351  0.089
H 3.382662 -1.799325 -2.898547  0.083
H 2.172363 3.915038 -1.296522  0.080
H 1.752972 -4.376732 -0.031917  0.086
H -2.613052 5.099132 1.129133  0.034
H 4.402106 0.927975 3.061021  0.094
H 0.816174 4.366347 -3.349271  0.150
H 0.582068 -3.394617 0.879928  0.086
H 4.866392 -2.594607 -2.378170  0.099
H 3.305406 -3.355662 -2.057892  0.081
H 0.211908 -5.069927 0.475379  0.099
H -3.034089 -3.403555 2.732480  0.113
H 0.567977 -0.311400 -3.171563  0.093
H -2.723518 2.293931 -1.991078  0.140
H 2.240581 3.330383 -5.068111  0.099
H -1.525843 1.510249 -4.027344  0.069
H -1.851618 -3.101748 -2.006747  0.086
H 4.593755 2.485631 3.859506  0.116
H 3.181265 4.179407 -2.725852  0.101
H -4.519490 0.697026 -1.756859  0.099
H 4.354762 0.232647 -1.642353  0.076
H 0.196996 -4.501373 -1.950875  0.145

Atoms 1-2, force components in eV/Å:
Ti 0.6 -0.3 1.4
Cl 0.0 -0.1 0.0


This record from OMol25 describes a molecular structure, C22H30CoFN10O4P. The level of theory is the ωB97M-V functional and the def2-TZVPD basis.

The value obtained for the highest occupied orbital energy is -15.6 eV. Its net charge is +3. As for the energy above the lowest of the compared OMol25 structures with the same formula, charge and spin: 0.000 eV. As for the largest force on an atom: 0.3 eV/A. For the calculated total energy, the calculation gives -3528.07678 Ha. Its LUMO energy is -8.7 eV.

Each line ends with the Löwdin charge.
Element x y z (Å)
Co 0.295777 -0.107579 0.006646  0.595
P 1.368152 1.457044 2.842246  1.231
F -4.550447 -3.683449 -4.019233  0.134
O 0.928412 -1.689959 -0.812209  -0.001
O -1.164528 -1.287513 -0.545676  0.021
O -2.129078 -3.973690 0.744728  0.076
O -5.983618 -4.089595 -1.676488  0.174
N -0.593864 1.398173 0.849693  -0.017
N -0.983918 2.955589 2.335422  -0.091
N 0.037383 0.862289 -1.820649  -0.058
N -1.981331 -3.773165 -1.509773  -0.004
N 0.354977 -0.917217 1.761690  0.020
N -4.037192 -4.118814 -0.488577  0.238
N 3.776861 1.458516 1.324658  -0.090
N 0.432113 2.176105 -4.411530  0.077
N 0.733500 -1.095089 3.911484  -0.094
N 2.057125 0.608808 0.275404  -0.014
C -0.233947 0.831010 -4.311831  -0.062
C -4.791721 -4.010840 -1.671364  -0.367
C 4.610558 2.087715 2.357745  0.022
C 0.240242 0.090486 -3.069673  -0.131
C 4.242956 0.925985 0.154114  0.007
C -0.107049 2.021075 1.920698  -0.413
C 0.821546 -0.283618 2.844111  -0.409
C 3.168397 0.388472 -0.491687  -0.072
C 0.212602 2.973719 -3.155068  -0.066
C -0.848096 3.829833 3.509028  0.021
C 2.449742 1.247341 1.377593  -0.404
C 1.111390 -0.778603 5.293511  0.021
C -3.940047 -3.771452 -2.850033  -0.183
C -2.617254 -3.664229 -2.744107  0.048
C 0.190741 -2.275286 3.497498  0.021
C -0.050006 -2.161735 2.159882  -0.021
C -0.575941 -3.515908 -1.382784  -0.019
C -2.065300 2.921870 1.502440  0.004
C -0.269129 -2.116395 -0.917134  -0.536
C -2.689468 -3.971251 -0.335297  -0.454
C -1.820545 1.947462 0.580642  -0.065
C 0.696612 2.183098 -1.949856  -0.147
H 5.285455 0.960641 -0.112779  0.147
H -2.479169 1.582316 -0.190923  0.127
H -1.639952 4.571505 3.469702  0.108
H -1.307414 1.022455 -4.287709  0.152
H 5.575258 2.320625 1.917429  0.108
H -0.150212 -4.178300 -0.623295  0.163
H -4.566242 -4.282201 0.359587  0.184
H 3.139774 -0.171146 -1.410518  0.121
H 0.969612 -1.673299 5.891746  0.108
H -0.545369 -2.878364 1.523981  0.093
H 0.070429 2.686352 -5.222918  0.200
H 1.774050 2.018442 -2.008106  0.122
H -0.857184 3.182111 -3.109990  0.150
H -0.949310 3.246438 4.421179  0.105
H 0.746879 3.916969 -3.253396  0.153
H 0.002856 -3.089150 4.176570  0.150
H 0.507294 2.768605 -1.051966  0.128
H 4.752378 1.402032 3.189998  0.107
H -1.985885 -3.541499 -3.613477  0.145
H -0.002285 0.269777 -5.215598  0.155
H -2.915395 3.567952 1.641239  0.148
H 1.296912 -0.171848 -3.141303  0.139
H 4.144076 3.007979 2.698224  0.098
H 2.157944 -0.488053 5.338581  0.100
H 1.435459 2.058699 -4.581988  0.196
H -0.050409 -3.729406 -2.313932  0.157
H -0.966583 1.025558 -1.726879  0.118
H 0.477923 0.013946 5.684720  0.101
H 0.113588 4.335070 3.485431  0.100
H -0.331083 -0.833411 -3.019873  0.125

Atoms 1-2, force components in eV/Å:
Co 0.1 0.1 0.1
P 0.1 0.0 -0.1


This record from OMol25 describes a molecular structure, C13H33Cl3N2NdO4S5 in a non-equilibrium geometry. The level of theory is the ωB97M-V functional and the def2-TZVPD basis.

Its multiplicity is 4. Its expectation value of S² is 3.753. The value obtained for the highest occupied orbital energy (alpha / beta) is -16.9 / -16.9 eV. Its net charge is +3. As for the energy above the lowest of the compared OMol25 structures with the same formula, charge and spin: 0.000 eV. As for the largest force on an atom: 2.6 eV/A. For the calculated total energy, the calculation gives -4857.47278 Ha. Its LUMO energy (alpha / beta) is -8.3 / -8.2 eV.

Each line ends with the Löwdin spin population.
Element x y z (Å)
Nd 0.437120 0.030668 -0.238819  3.039
Cl 2.925440 -1.001304 -1.747893  -0.002
Cl 0.684118 -2.854413 -1.137879  -0.003
Cl 0.268286 2.562015 -1.721757  0.000
S -2.385952 -1.146413 -0.754975  -0.004
S 2.467081 1.815420 1.233040  -0.005
S 2.486689 -1.576114 1.565982  -0.002
S -0.932897 2.078628 1.750479  -0.006
S -0.634878 -1.214921 2.587760  -0.004
O 0.078214 3.329018 -2.887924  0.000
O 1.398329 1.596068 -1.972725  -0.004
O -0.995390 1.704627 -1.452260  -0.003
O 0.560135 3.315292 -0.528365  0.001
N -2.311334 0.297020 -5.853613  0.000
N -0.282789 -0.590264 -3.259199  -0.002
C -0.858871 0.147404 3.748284  0.000
C 0.306837 3.169396 2.418793  0.000
C -1.635284 1.301222 3.195574  0.000
C -0.844266 0.098134 -5.625363  0.000
C 0.558690 -2.200772 3.517361  0.000
C 1.670992 -2.754770 2.650934  0.000
C 3.229610 -0.422890 2.717428  0.000
C 3.720031 0.836102 2.050809  0.000
C -3.560117 0.196277 -0.557180  0.000
C -0.449427 0.506160 -4.202015  0.000
C 1.684835 2.587908 2.645324  0.000
C -3.059601 -2.347838 0.382628  0.000
C 2.470915 -2.730315 -1.699058  0.000
H 4.122587 -0.950071 3.100218  0.000
H 0.948756 -1.652131 4.392932  0.000
H 2.555905 -0.240532 3.565591  0.000
H -3.195865 1.045413 -1.138994  0.000
H -0.070818 3.576518 3.370287  0.000
H -4.048233 -2.673841 0.013727  0.000
H 0.494464 1.061591 -4.212675  0.000
H -1.235532 1.161582 -3.797299  0.000
H -2.368393 -3.200651 0.383836  0.000
H 4.403110 0.567444 1.234379  0.000
H -0.320506 0.740756 -6.357986  0.000
H -2.877352 -0.399308 -5.346744  0.000
H 2.539683 -3.167374 -2.695323  0.000
H 3.077973 -3.230452 -0.944186  0.000
H -3.115989 -1.953695 1.402569  0.000
H -1.397305 -0.292534 4.598248  0.000
H 1.678943 1.905762 3.497839  0.000
H 0.134501 0.474745 4.100112  0.000
H 4.249912 1.460557 2.790713  0.000
H -0.623545 -0.955961 -5.841826  0.000
H 0.006455 -3.067774 3.912046  0.000
H -4.526777 -0.128489 -0.966221  0.000
H 0.469806 -1.196724 -3.560379  0.000
H 0.372106 4.001385 1.712401  0.000
H -2.606025 1.236919 -5.540197  0.000
H 2.346270 3.427194 2.895682  0.000
H 2.421944 -3.242952 3.298254  0.000
H -2.549074 0.185936 -6.856960  0.000
H -1.762507 2.052621 3.998586  0.000
H -3.645319 0.459706 0.498601  0.000
H -1.117367 -1.179267 -3.189067  0.000
H -2.646182 0.981195 2.880966  0.000
H 1.287859 -3.538910 1.975500  0.000

Atoms 1-2, force components in eV/Å:
Nd -0.3 -0.2 0.5
Cl -0.1 -0.4 -0.2


This record from OMol25 describes a single C4H5NO molecule in a non-equilibrium geometry. The level of theory is the ωB97M-V functional and the def2-TZVPD basis.

The value obtained for the highest occupied orbital energy is -10.2 eV. The SMILES is N#C/C=C\CO. As for the energy above the lowest of the compared OMol25 structures with the same formula, charge and spin: 2.585 eV. As for the largest force on an atom: 6.0 eV/A. For the calculated total energy, the calculation gives -285.31960 Ha. Its LUMO energy is 0.8 eV.

Each line ends with the Löwdin charge.
Element x y z (Å)
O 0.231605 -1.444130 -0.264948  -0.011
N -2.609278 -0.642219 0.028412  0.160
C 1.119563 -0.540228 0.043661  -0.339
C 0.623083 0.833506 -0.019301  -0.053
C -0.688665 1.060474 -0.190211  -0.070
C -1.678498 -0.034118 -0.071999  -0.257
H 1.218034 1.857402 0.009175  0.158
H -1.086464 2.086581 -0.115650  0.113
H 1.752988 -0.671895 -0.688673  0.083
H -0.481907 -1.709454 0.270074  0.068
H 1.599542 -0.795923 0.999456  0.148

Atoms 1-2, force components in eV/Å:
O -2.1 -3.7 -2.9
N -3.8 -2.9 0.6